Density functional theory data (wB97M-V/def2-TZVPD) for a molecular structure, C15H26ClIrN2O4PS3.

```
53
Properties=species:S:1:pos:R:3:forces:R:3:lowdin_charge:R:1
Ir 0.4855 0.2305 0.9714 -0.22 -0.22 -0.07 1.062
C 3.7378 -1.2871 1.8394 -0.12 -0.18 -0.06 -0.493
C 3.9886 -0.1355 0.8798 0.04 0.12 -0.03 -0.427
S 2.6030 0.9361 0.3587 -0.10 0.23 -0.04 0.871
C 2.7063 2.4298 1.3966 -0.11 -0.11 0.05 -0.443
C 2.4063 2.1190 2.8457 0.08 -0.13 -0.13 -0.412
S 0.8245 1.1864 2.9760 -0.04 0.25 -0.26 0.936
C 1.1790 0.0596 4.3515 0.02 0.02 -0.05 -0.420
C 2.0414 -1.1701 4.1248 -0.09 -0.24 -0.15 -0.491
S 3.7568 -0.9018 3.6110 0.05 0.02 0.07 0.957
H 4.5639 -1.9823 1.6789 0.00 0.00 0.06 0.094
H 2.8280 -1.8358 1.5895 0.09 0.05 0.01 0.063
H 4.3509 -0.5183 -0.0753 0.01 -0.05 0.02 0.093
H 4.7445 0.5587 1.2530 0.02 -0.04 0.01 0.101
H 1.9773 3.1101 0.9536 0.00 0.03 0.02 0.082
H 3.6938 2.8759 1.2807 0.04 -0.07 0.02 0.114
H 2.2719 3.0172 3.4476 -0.05 0.04 -0.02 0.113
H 3.1821 1.4868 3.2780 -0.04 0.07 0.02 0.035
H 0.1978 -0.2116 4.7447 -0.01 -0.04 -0.02 0.101
H 1.6358 0.7532 5.0655 -0.03 -0.06 0.07 0.109
H 1.5715 -1.8599 3.4202 0.09 0.15 0.22 0.057
H 2.0768 -1.6835 5.0877 0.10 0.01 0.01 0.099
Cl -3.7425 -6.5729 3.3518 0.00 0.00 0.00 0.817
C -2.9023 -5.1775 2.8647 -0.01 0.02 -0.01 -0.629
C -3.6152 -3.9945 2.6378 0.05 -0.03 0.00 -0.059
C -2.9361 -2.8678 2.2431 -0.05 0.00 0.02 0.009
C -1.5425 -2.9088 2.0750 0.04 0.05 -0.01 -0.154
C -0.8384 -4.1023 2.3100 0.00 -0.03 0.01 0.023
C -1.5151 -5.2329 2.7012 -0.03 0.02 0.01 -0.053
C -0.8296 -1.7412 1.6786 0.32 0.14 -0.09 -0.484
O -1.3717 -0.5852 1.3869 0.07 -0.26 0.00 -0.173
O 0.4743 -1.7036 1.5724 -0.45 0.15 0.23 -0.174
H -4.6863 -3.9841 2.7794 0.00 0.00 0.00 0.124
H -3.4792 -1.9469 2.0796 0.02 0.00 -0.02 0.120
H 0.2342 -4.1374 2.1754 0.00 0.01 -0.01 0.131
H -0.9936 -6.1614 2.8845 0.00 0.00 -0.01 0.127
N -3.1650 1.6849 0.3248 0.01 0.01 0.11 0.176
C -2.7660 2.0025 -1.0896 -0.02 0.10 -0.08 -0.159
P -1.0567 2.7061 -1.1123 -0.23 -0.14 0.07 0.454
O -1.0802 4.1573 -0.8440 0.02 0.03 0.08 -0.275
O -0.3059 1.7551 -0.2020 0.49 0.07 0.03 -0.492
C -0.4484 2.5618 -2.8597 0.00 0.09 -0.02 -0.137
N -0.2132 3.9732 -3.3419 0.01 -0.01 -0.08 0.163
H -2.9853 2.4755 0.9529 -0.01 0.01 -0.04 0.179
H -2.6528 0.8666 0.6946 -0.02 0.03 -0.02 0.116
H -4.1687 1.4907 0.3795 0.01 -0.07 0.00 0.185
H -3.4729 2.7355 -1.4767 0.00 -0.01 -0.01 0.124
H -2.8490 1.0824 -1.6675 0.02 0.00 0.01 0.120
H -1.1604 2.0772 -3.5256 0.00 -0.02 0.02 0.116
H 0.4875 2.0090 -2.9048 -0.01 0.00 0.02 0.112
H 0.7649 4.1431 -3.5826 0.00 0.02 0.00 0.179
H -0.4816 4.6123 -2.5617 0.01 -0.01 0.03 0.131
H -0.7692 4.2044 -4.1680 -0.01 0.00 0.01 0.181
```
Positions in Å, forces in eV/Å.

Output
HOMO level = -16.35 eV
DFT total energy = -3097.2263 Eh
Relative energy (zero: lowest compared OMol25 entry of this formula, charge and spin) = 182.93 kJ/mol
Charge = +3
Orbital gap = 6.03 eV
LUMO energy = -10.3 eV

Density functional theory data (wB97M-V/def2-TZVPD) for a molecular structure, C15H26ClO2P2PtS at a distorted geometry.

```
48
Properties=species:S:1:pos:R:3:forces:R:3:lowdin_charge:R:1
C -0.3915 -0.3990 -4.6109 0.40 0.21 -0.68 -0.018
C 0.2947 -0.1953 -3.3232 -0.07 -0.11 0.79 -0.368
H 0.4827 -0.3714 -5.2987 -1.04 -0.22 -0.43 0.124
H -1.1239 0.4235 -4.7846 0.68 -0.36 0.07 0.114
H -1.0148 -1.3255 -4.6575 0.81 0.53 0.16 0.115
O 1.4370 -0.0903 -2.9829 -0.21 -0.06 -1.13 0.023
Cl -2.1438 -0.2075 -1.5286 -0.21 -0.40 -1.02 0.178
Pt -0.0012 -0.1687 -0.6986 -1.37 -0.43 -0.80 0.650
P -0.0591 2.1954 -0.6319 0.53 2.00 -0.99 0.760
C 1.1091 2.8269 0.5974 -0.22 -0.48 0.18 -0.176
C 0.3852 2.9317 -2.2377 0.28 -0.44 -0.53 -0.190
H 0.4746 4.0123 -2.1283 -0.08 0.20 0.48 0.086
H -1.7365 3.8876 -0.6811 -0.05 -0.37 0.09 0.099
H -0.4027 2.7901 -2.9926 0.18 -0.27 0.30 0.079
H -2.4665 2.2055 -0.8438 0.29 0.59 0.07 0.018
H 2.1254 2.4495 0.4081 -0.32 0.27 -0.01 0.066
H 1.3543 2.6068 -2.6392 -0.29 -0.16 0.17 0.072
C -1.7196 2.8388 -0.3403 -0.12 -0.30 0.53 -0.232
H 1.1002 3.9272 0.5598 -0.02 -0.28 0.06 0.099
H -1.8866 2.7894 0.7393 -0.20 0.26 -0.16 0.028
H 0.7685 2.4585 1.5780 0.23 0.31 -0.17 0.048
P 0.1700 -2.5325 -0.4944 0.60 -2.15 -0.34 0.739
C 1.5937 -3.0664 0.5078 -0.13 0.42 0.23 -0.195
C -1.3441 -3.2839 0.1299 -0.09 0.54 0.42 -0.223
H -0.4560 -3.1526 -2.7619 -0.04 -0.22 0.32 0.066
H 0.5151 -4.4420 -1.9482 -0.20 0.26 0.22 0.097
H 1.2700 -3.0058 -2.6372 0.14 0.03 0.23 0.069
C 0.3900 -3.3583 -2.0944 0.16 0.66 -0.75 -0.193
H -2.1873 -2.9688 -0.4973 0.19 -0.24 0.08 0.055
H -1.2211 -4.3780 0.1285 -0.05 0.32 0.02 0.097
H 1.5883 -4.1634 0.6102 -0.10 0.33 -0.05 0.096
H 1.5310 -2.5914 1.4949 0.08 -0.29 -0.12 0.046
H -1.5116 -2.9057 1.1431 -0.16 -0.37 -0.02 0.035
H 2.5443 -2.7544 0.0536 -0.29 -0.15 -0.05 0.071
C 1.8621 -0.1014 -0.4309 5.88 0.60 1.34 -0.321
O 3.0194 -0.0124 -0.3058 -5.15 -0.49 -0.66 0.210
S -1.9818 -0.0197 1.1495 0.04 0.34 1.70 0.888
C -1.0690 0.3212 2.5422 -0.08 -1.18 -0.07 -0.626
C -0.1538 -0.6462 3.0455 0.69 0.47 0.56 -0.071
C 0.6408 -0.2897 4.1404 -0.39 -1.45 -1.08 -0.001
C 0.4561 0.9464 4.7722 0.78 -0.30 0.43 0.033
C -0.4876 1.8503 4.2970 -0.46 0.61 0.11 -0.010
C -1.2614 1.5355 3.2109 -0.73 0.54 0.18 -0.093
H -0.1631 -1.6534 2.6065 0.32 0.55 0.29 0.092
H 1.3664 -1.0429 4.4794 -0.37 0.59 0.21 0.142
H 1.0498 1.1653 5.6661 -0.25 0.06 -0.36 0.151
H -0.6577 2.7966 4.8011 0.09 -0.14 0.04 0.145
H -2.0880 2.1682 2.8890 0.31 0.13 0.14 0.126
```
Positions in Å, forces in eV/Å.

Output
HOMO level (alpha / beta) = -16.93 / -19.13 eV
DFT total energy = -2396.8813 Eh
<S²> = 6.040
Relative energy (zero: lowest compared OMol25 entry of this formula, charge and spin) = 81.38 kJ/mol
Spin multiplicity = 5
Charge = +3
Orbital gap (alpha / beta) = 6.69 / 4.45 eV
LUMO energy (alpha / beta) = -10.2 / -14.7 eV

Density functional theory data (wB97M-V/def2-TZVPD) for a molecular structure, C15H26F6NO3P2Ti at a distorted geometry.

```
54
Properties=species:S:1:pos:R:3:forces:R:3:lowdin_charge:R:1
Ti 0.5408 0.3935 -0.6454 1.66 -3.11 -1.47 0.908
P 2.3666 -1.2852 0.1567 0.50 -0.80 -0.57 0.830
C 2.4632 -2.1570 -1.4256 -1.55 3.35 -1.57 -0.213
C 1.2485 -2.0803 -2.2041 0.55 -0.03 0.02 -0.343
N 0.1383 -1.2902 -1.8363 0.36 0.63 1.43 -0.062
C -1.1030 -1.6171 -2.2857 -0.97 -0.82 -1.39 -0.310
C -1.2639 -2.6171 -3.2370 -0.72 1.43 0.89 -0.025
C -0.1672 -3.2311 -3.8248 2.03 0.18 0.28 -0.017
C 1.0962 -2.8876 -3.3664 -0.57 -0.81 -0.04 -0.013
C -2.3295 -0.8191 -1.8173 0.09 -0.80 -0.13 -0.271
P -1.9463 0.8110 -1.0987 -1.18 0.28 -0.28 0.849
H 1.9868 -3.3976 -3.7239 -0.18 0.08 -0.07 0.127
H -2.2478 -2.8050 -3.6111 -0.45 -0.20 -0.02 0.119
H -0.2765 -3.9832 -4.6009 -0.05 0.22 0.05 0.131
H -3.0500 -0.6764 -2.6393 0.41 -0.05 0.08 0.112
H -2.9176 -1.3914 -1.0784 0.48 0.05 -0.03 0.110
H 2.6315 1.1726 -2.4705 -1.27 0.17 0.59 0.127
H 3.3661 -2.1135 -2.0261 0.21 -0.69 0.16 0.083
H -1.1169 4.6502 0.5708 -0.56 -0.29 -0.03 0.080
O 1.7497 1.5296 -2.1586 1.12 0.82 -0.86 -0.102
H 1.7037 2.4073 -2.6448 -0.32 -1.32 0.88 0.139
H 0.2058 1.8265 0.9321 -0.37 -0.55 1.63 0.114
O -1.5766 3.8980 0.9906 0.47 0.16 -1.57 -0.034
H -1.2017 3.9238 1.8519 0.28 0.06 1.54 -0.006
C -2.3419 1.9465 -2.4776 0.37 0.30 0.06 -0.235
H -3.4232 1.9490 -2.6937 0.45 -0.10 0.10 0.072
H -2.0337 2.9570 -2.1704 -0.18 -0.20 -0.28 0.049
H -1.7798 1.6411 -3.3749 -0.21 0.19 0.27 0.062
C -3.3695 1.0726 0.0421 0.27 0.11 0.24 -0.226
H -3.1924 2.0048 0.6025 -0.22 -0.34 -0.21 0.028
H -4.3106 1.1682 -0.5310 0.52 -0.12 0.19 0.078
H -3.4467 0.2192 0.7380 -0.03 0.43 -0.31 0.049
C 2.3458 -2.8920 1.0369 -0.54 0.15 0.93 -0.219
H 3.3678 -3.2975 0.9945 -0.28 0.21 0.15 0.075
H 1.9544 -2.8173 2.0562 0.40 -0.29 -0.12 0.035
H 1.7120 -3.5588 0.4334 0.11 0.31 0.37 0.062
C 3.9232 -0.4152 0.6326 -0.17 -0.08 0.05 -0.225
H 3.7299 0.0767 1.6049 0.22 -0.31 -0.41 0.043
H 4.7520 -1.1351 0.7321 -0.27 0.36 -0.04 0.066
H 4.1893 0.3746 -0.0927 -0.11 -0.42 0.24 0.046
C -1.6621 0.9848 2.9694 -0.24 -0.51 -0.50 0.055
C -0.1819 0.9251 2.7423 0.91 -0.26 -0.03 -0.284
O 0.3496 0.9204 1.3617 -1.13 2.42 -0.44 -0.165
C 0.5012 2.0427 3.5392 1.30 2.26 1.66 -0.464
F 0.7008 1.7210 4.8581 -0.87 0.66 -2.02 0.180
F 1.7162 2.3364 3.0487 -0.71 0.01 -0.11 0.173
F -0.2362 3.2311 3.4915 0.84 -1.76 0.10 0.116
C 0.4555 -0.3535 3.2633 0.71 -2.01 0.72 -0.513
F 0.0739 -0.6107 4.5218 0.38 -0.04 -1.07 0.198
F 0.0995 -1.4341 2.5027 0.07 1.11 0.45 0.133
F 1.8244 -0.2612 3.2006 -1.48 -0.29 0.20 0.142
H -2.0883 1.9067 2.5614 0.05 -0.29 0.25 0.092
H -1.7721 0.9342 4.0565 -0.28 0.21 -0.11 0.135
H -2.1574 0.1023 2.5430 0.15 0.29 0.12 0.110
```
Positions in Å, forces in eV/Å.

Output
HOMO level (alpha / beta) = -13.02 / -12.79 eV
DFT total energy = -2998.4602 Eh
<S²> = 0.787
Relative energy (zero: lowest compared OMol25 entry of this formula, charge and spin) = 521.21 kJ/mol
Spin multiplicity = 2
Charge = +2
Orbital gap (alpha / beta) = 5.65 / 5.29 eV
LUMO energy (alpha / beta) = -7.4 / -7.5 eV

Density functional theory data (wB97M-V/def2-TZVPD) for 2 unconnected molecules or ions with the total composition C15H26N4O8P at a distorted geometry.

```
54
Properties=species:S:1:pos:R:3:forces:R:3:lowdin_charge:R:1
O 2.8638 1.5808 -2.8340 -0.32 -0.44 -0.39 0.039
O -3.8285 4.4865 -0.2883 0.23 -1.30 -0.09 0.110
O 4.7739 -2.5985 -2.4650 -0.24 0.50 0.25 0.070
O -2.2828 1.3814 2.4379 -2.25 -1.89 -0.14 0.064
O -3.1312 -1.4634 0.9873 0.92 1.00 -0.10 -0.286
O -3.4777 2.2647 -0.4035 -0.20 0.16 0.28 0.089
O -5.3009 -1.2805 2.0293 0.24 0.84 1.25 -0.105
O -3.1173 -1.7124 3.5143 -1.36 2.04 -1.05 -0.201
C 3.5605 1.6878 -1.8349 -0.61 1.09 -0.42 -0.572
C -3.8101 3.4003 0.2531 -0.47 2.21 0.51 -0.492
C 4.7706 -1.3871 -2.2847 0.14 -0.93 -0.45 -0.466
C -3.4382 0.9504 2.3769 1.34 2.18 0.13 -0.326
C 0.2696 -1.2968 -0.2628 0.18 0.58 -0.56 0.022
C 1.1334 -0.6208 -1.0743 0.66 -0.85 -0.12 -0.199
C -0.4732 0.7812 -0.5056 -0.05 -0.88 -0.11 -0.021
N -0.7339 -0.4116 0.0703 0.80 0.96 -0.78 0.127
N 5.6502 -0.5678 -2.8739 0.25 0.82 0.12 0.035
N 3.8523 0.6572 -1.0364 0.63 -1.25 0.68 0.109
N 0.6604 0.6671 -1.2262 -0.80 -0.51 0.80 0.170
C 4.0536 3.0498 -1.4069 0.11 -0.07 -0.08 0.017
C 6.6983 -1.0038 -3.7974 -0.26 -0.33 0.05 -0.039
C -3.3091 -4.0961 2.9946 -0.02 0.18 0.05 -0.070
C -3.7512 -2.9432 3.8939 -0.13 -1.39 0.30 -0.274
C -4.1965 3.3508 1.7343 0.20 -1.42 0.06 -0.071
C -4.6049 1.9489 2.2580 0.22 -0.23 -0.41 -0.127
C 2.3060 -1.2139 -1.8054 -0.11 0.42 -0.52 -0.061
C 3.7163 -0.7924 -1.3332 -0.35 0.56 0.29 -0.161
P -3.7543 -0.9159 2.2242 1.30 -2.38 -0.01 0.620
H -3.4413 2.5493 -1.3332 0.07 -0.16 -0.02 0.138
H -5.2447 -2.1136 1.5384 -0.43 -0.05 -0.31 0.093
H 0.3143 -2.3503 -0.0077 -0.29 0.41 0.17 0.149
H -1.1098 1.6578 -0.4521 0.18 -0.28 0.08 0.138
H -1.6131 -0.6913 0.5187 -0.39 -0.03 0.26 0.087
H 5.5547 0.4190 -2.7073 0.06 -0.06 -0.06 0.118
H 4.3595 0.8899 -0.1944 0.07 -0.16 -0.12 0.154
H 1.0767 1.3521 -1.8595 0.04 -0.08 0.14 0.151
H 5.1399 3.0447 -1.3357 0.08 0.10 0.17 0.088
H 3.7534 3.7892 -2.1501 0.00 -0.19 0.10 0.094
H 3.6244 3.3159 -0.4424 0.10 0.05 0.12 0.090
H 7.2384 -1.8569 -3.3794 -0.13 0.12 -0.03 0.092
H 6.2536 -1.3070 -4.7478 0.10 -0.02 0.05 0.093
H 7.4034 -0.1908 -3.9778 -0.21 -0.03 0.14 0.088
H -3.7331 -5.0365 3.3598 0.03 0.15 0.00 0.088
H -3.6434 -3.9472 1.9644 0.11 -0.06 0.05 0.063
H -2.2181 -4.1818 3.0022 -0.18 0.01 -0.05 0.087
H -3.4583 -3.1756 4.9237 0.09 0.43 -0.20 0.126
H -4.8435 -2.8600 3.8906 0.18 0.25 -0.02 0.111
H -3.3616 3.7434 2.3224 -0.05 -0.02 -0.19 0.132
H -5.0411 4.0327 1.8754 0.23 -0.11 -0.22 0.136
H -5.3727 1.5291 1.5982 0.01 -0.10 0.22 0.121
H -5.0532 2.0591 3.2507 0.00 -0.16 -0.01 0.135
H 2.2338 -2.3024 -1.7473 0.12 0.16 0.09 0.132
H 2.2001 -0.9596 -2.8623 0.03 0.01 0.02 0.134
H 3.8824 -1.3125 -0.3894 0.13 0.17 0.09 0.160
```
Positions in Å, forces in eV/Å.

Output
HOMO level = -12.09 eV
DFT total energy = -1749.4150 Eh
Charge = +1
Orbital gap = 9.02 eV
LUMO energy = -3.1 eV

Density functional theory data (wB97M-V/def2-TZVPD) for C15H26N4OS in the gas phase at a distorted geometry.

```
47
Properties=species:S:1:pos:R:3:forces:R:3:lowdin_charge:R:1
C -2.6911 -4.7138 -0.5628 -0.05 0.23 0.03 -0.099
C -2.6678 -3.1926 -0.5135 0.16 -0.15 -0.12 -0.240
C -1.3568 -2.6496 -1.0877 -0.37 -0.49 0.09 -0.171
N -1.3165 -1.2111 -1.0592 0.20 0.78 0.26 0.005
C -1.0563 -0.4688 0.0573 -0.06 0.17 0.00 -0.605
S -0.6721 -1.1850 1.5918 0.10 -0.23 0.33 1.010
C -0.4687 0.3100 2.6106 0.06 -0.16 -0.23 -0.345
C 0.9141 0.9391 2.4208 -0.57 0.07 -0.11 -0.570
O 1.8175 0.7084 3.1986 0.35 -0.18 0.33 0.046
N 0.9777 1.7456 1.3514 -0.07 0.31 -0.30 0.102
C 2.1805 2.4053 0.8861 0.31 -0.18 0.34 -0.298
C 2.8463 3.3130 1.9239 -0.02 0.12 -0.10 -0.147
C 4.2311 3.5772 1.3304 -0.01 0.12 0.09 -0.183
C 4.5606 2.3430 0.4651 0.07 -0.10 -0.09 -0.181
C 3.3195 1.4468 0.5176 -0.04 0.04 -0.13 -0.144
N -1.1312 0.8091 -0.2110 0.02 -0.41 0.77 -0.007
N -1.4422 0.9253 -1.5127 -0.30 0.27 -1.03 0.081
C -1.5596 -0.2659 -2.0259 -0.05 0.23 -0.13 -0.291
C -1.8657 -0.4749 -3.4705 0.04 -0.27 -0.13 -0.348
C -0.6542 -1.0407 -4.2175 -0.13 0.18 0.02 -0.055
C -3.1175 -1.3236 -3.6986 0.08 0.24 -0.01 -0.058
H -3.6225 -5.0895 -0.1485 -0.05 -0.11 0.02 0.074
H -1.8673 -5.1248 0.0154 0.08 -0.13 0.06 0.076
H -2.6039 -5.0688 -1.5878 0.01 -0.10 -0.10 0.074
H -2.7652 -2.8570 0.5202 -0.06 0.08 -0.03 0.089
H -3.5085 -2.7883 -1.0811 0.02 0.09 0.03 0.105
H -1.2245 -2.9872 -2.1163 0.08 0.02 0.10 0.111
H -0.5183 -3.0187 -0.4876 0.00 -0.02 -0.18 0.118
H -0.5661 -0.0382 3.6383 0.03 0.07 -0.09 0.083
H -1.2743 0.9934 2.3488 -0.02 0.02 0.09 0.082
H 0.1689 1.7532 0.7289 0.10 -0.04 0.23 0.086
H 1.8923 2.9948 0.0102 0.02 -0.02 0.04 0.157
H 2.9287 2.7629 2.8601 -0.04 0.02 -0.01 0.107
H 2.2818 4.2274 2.0999 -0.05 0.03 0.05 0.113
H 4.2073 4.4743 0.7103 0.06 0.04 0.02 0.102
H 4.9736 3.7332 2.1111 0.03 0.09 -0.01 0.102
H 4.7678 2.6460 -0.5618 0.08 -0.02 0.00 0.101
H 5.4377 1.8160 0.8374 0.06 0.00 -0.07 0.102
H 3.4150 0.7098 1.3145 -0.05 -0.03 -0.01 0.109
H 3.1360 0.9261 -0.4219 -0.03 -0.07 -0.01 0.110
H -2.0594 0.5328 -3.8531 0.04 -0.11 0.14 0.138
H 0.2174 -0.4126 -4.0500 0.10 0.02 -0.02 0.084
H -0.4171 -2.0519 -3.8944 0.04 -0.11 0.01 0.067
H -0.8618 -1.0654 -5.2845 0.02 -0.05 -0.12 0.080
H -3.3972 -1.2811 -4.7486 -0.05 -0.06 -0.09 0.080
H -3.9475 -0.9410 -3.1089 -0.11 -0.03 0.03 0.085
H -2.9512 -2.3654 -3.4374 -0.01 -0.16 0.03 0.064
```
Positions in Å, forces in eV/Å.

Output
HOMO level = -8.54 eV
DFT total energy = -1279.6508 Eh
Relative energy (zero: lowest compared OMol25 entry of this formula, charge and spin) = 23.80 kJ/mol
Charge = 0
Orbital gap = 9.15 eV
LUMO energy = 0.6 eV